Entry 1
Density functional theory data (wB97M-V/def2-TZVPD) for a molecular structure, C35H28F4N6S3Y.

The net charge is +1. The calculation puts the LUMO energy at -3.4 eV.

Each line ends with the Löwdin charge.
Atoms and positions in Å:
Y 0.571 -0.848 -0.305  1.380
C 1.659 -3.251 -2.740  -0.090
N 1.967 -1.905 -2.236  -0.336
C 2.143 -1.008 -3.389  -0.070
C 3.222 -2.005 -1.444  -0.207
C 3.736 -0.650 -0.979  -0.219
N 2.595 0.142 -0.537  -0.145
C 2.690 1.503 -0.632  -0.234
C 1.546 2.233 -0.967  -0.148
F 0.409 1.500 -1.256  0.000
C 1.487 3.605 -1.020  -0.219
F 0.330 4.198 -1.338  0.103
C 2.615 4.356 -0.755  0.079
C 3.773 3.670 -0.439  -0.208
F 4.882 4.355 -0.155  0.112
C 3.822 2.289 -0.374  -0.155
F 4.963 1.693 0.004  0.094
H 2.462 -3.612 -3.392  0.102
H 1.551 -3.946 -1.909  0.088
H 0.736 -3.232 -3.316  0.073
H 2.989 -1.328 -4.009  0.106
H 1.243 -1.032 -4.005  0.093
H 2.315 0.013 -3.057  0.078
H 3.000 -2.637 -0.579  0.089
H 3.992 -2.516 -2.037  0.133
H 4.482 -0.823 -0.198  0.123
H 4.257 -0.145 -1.800  0.123
H 2.595 5.435 -0.796  0.141
S -5.003 -1.417 -2.803  1.053
C -6.623 -1.950 -2.919  -0.393
C -7.326 -1.672 -1.789  -0.165
C -6.537 -1.026 -0.802  -0.110
C -5.246 -0.827 -1.201  -0.493
C -4.160 -0.199 -0.443  -0.185
C -2.836 -0.645 -0.590  -0.064
N -1.803 -0.140 0.057  0.038
C -2.029 0.867 0.940  -0.136
C -3.311 1.386 1.162  -0.116
C -3.487 2.464 2.094  -0.001
C -2.435 2.985 2.756  0.003
C -1.110 2.471 2.554  -0.115
C 0.015 3.000 3.206  0.076
C 1.268 2.476 2.972  -0.168
C 1.343 1.372 2.100  -0.083
N 0.309 0.869 1.461  0.029
C -0.913 1.410 1.666  -0.144
C 2.486 3.043 3.549  -0.482
C 2.643 4.278 4.118  -0.110
C 3.973 4.531 4.533  -0.165
C 4.804 3.484 4.273  -0.388
S 3.985 2.193 3.518  1.079
C -4.379 0.835 0.440  0.077
H -6.972 -2.428 -3.819  0.073
H -8.368 -1.924 -1.660  0.111
H -6.905 -0.747 0.175  0.120
H -2.631 -1.467 -1.264  0.071
H -4.486 2.852 2.247  0.124
H -2.572 3.801 3.453  0.125
H -0.118 3.828 3.891  0.131
H 2.297 0.901 1.891  0.094
H 1.841 4.997 4.217  0.113
H 4.298 5.447 5.001  0.110
H 5.857 3.404 4.485  0.075
H -5.376 1.237 0.572  0.138
C -1.738 -3.623 -2.234  -0.045
C -1.137 -4.042 -0.925  -0.332
C -1.354 -5.312 -0.426  -0.010
C -0.754 -5.626 0.784  -0.099
N 0.009 -4.778 1.458  0.072
C 0.182 -3.569 0.927  -0.831
S 1.195 -2.416 1.744  0.595
N -0.380 -3.167 -0.248  -0.029
H -2.824 -3.551 -2.152  0.070
H -1.523 -4.364 -3.004  0.097
H -1.348 -2.662 -2.570  0.064
H -1.961 -6.030 -0.959  0.118
H -0.891 -6.605 1.229  0.120


Entry 2
Density functional theory data (wB97M-V/def2-TZVPD) for a molecular structure, C35H28F4N6S3Y.

The net charge is +1. The calculation puts the LUMO energy at -3.4 eV.

Each line ends with the Löwdin charge.
Atoms and positions in Å:
Y -0.676 -0.713 -0.569  1.375
C -0.741 -4.257 -0.217  -0.083
N 0.144 -3.103 -0.002  -0.340
C 1.436 -3.370 -0.650  -0.075
C 0.315 -2.947 1.465  -0.206
C 1.259 -1.814 1.837  -0.221
N 1.006 -0.690 0.946  -0.140
C 1.900 0.348 0.950  -0.222
C 2.103 1.040 -0.250  -0.153
F 1.426 0.555 -1.348  0.010
C 2.863 2.176 -0.375  -0.220
F 2.949 2.775 -1.570  0.102
C 3.527 2.691 0.722  0.076
C 3.378 2.019 1.920  -0.213
F 3.981 2.489 3.014  0.112
C 2.593 0.885 2.044  -0.148
F 2.441 0.339 3.261  0.096
H -0.297 -5.166 0.204  0.103
H -1.702 -4.084 0.267  0.091
H -0.901 -4.416 -1.281  0.073
H 1.918 -4.255 -0.219  0.105
H 1.278 -3.556 -1.714  0.088
H 2.102 -2.516 -0.533  0.081
H -0.679 -2.750 1.873  0.095
H 0.674 -3.889 1.896  0.132
H 1.090 -1.584 2.891  0.119
H 2.302 -2.142 1.755  0.125
H 4.142 3.575 0.645  0.141
S -1.498 -0.902 -6.682  1.054
C -2.358 -0.795 -8.155  -0.393
C -3.083 0.354 -8.233  -0.164
C -2.947 1.160 -7.072  -0.109
C -2.109 0.615 -6.142  -0.494
C -1.735 1.177 -4.840  -0.184
C -1.545 0.344 -3.724  -0.059
N -1.232 0.778 -2.518  0.040
C -1.105 2.116 -2.329  -0.139
C -1.249 3.031 -3.378  -0.115
C -1.053 4.432 -3.130  0.000
C -0.734 4.878 -1.900  0.005
C -0.604 3.966 -0.797  -0.116
C -0.263 4.386 0.497  0.076
C -0.163 3.470 1.522  -0.177
C -0.461 2.129 1.214  -0.081
N -0.753 1.703 0.003  0.031
C -0.816 2.600 -1.006  -0.149
C 0.296 3.836 2.862  -0.500
C 1.166 4.840 3.187  -0.116
C 1.450 4.894 4.574  -0.164
C 0.786 3.933 5.274  -0.389
S -0.171 2.950 4.261  1.075
C -1.563 2.531 -4.649  0.076
H -2.274 -1.578 -8.890  0.073
H -3.697 0.613 -9.082  0.111
H -3.463 2.099 -6.928  0.120
H -1.671 -0.725 -3.837  0.074
H -1.161 5.120 -3.959  0.124
H -0.576 5.933 -1.718  0.125
H -0.081 5.438 0.684  0.137
H -0.410 1.371 1.988  0.107
H 1.613 5.496 2.452  0.117
H 2.118 5.609 5.030  0.110
H 0.811 3.751 6.336  0.074
H -1.661 3.215 -5.484  0.139
C -1.942 -3.209 -3.512  -0.041
C -2.921 -2.920 -2.413  -0.337
C -4.169 -3.513 -2.401  -0.007
C -4.999 -3.207 -1.332  -0.097
N -4.641 -2.412 -0.335  0.074
C -3.422 -1.877 -0.402  -0.836
S -2.862 -0.873 0.907  0.593
N -2.559 -2.084 -1.431  -0.037
H -2.266 -2.760 -4.453  0.057
H -1.871 -4.283 -3.683  0.097
H -0.945 -2.834 -3.272  0.070
H -4.482 -4.188 -3.184  0.118
H -5.997 -3.630 -1.271  0.120


Which of them is most stable? Easy: entry 2.